Entry 1:
Cl2H3N2OP | wB97M-V/def2-TZVPD

ORCA input file:
```
! wB97M-V def2-TZVPD RIJCOSX def2/J DEFGRID3
* xyz 0 1
H -1.458 1.053 -0.934
N -2.045 0.921 -0.031
N -1.564 -0.063 0.558
H -1.868 -0.219 1.504
O 0.704 -0.953 -0.690
P 1.620 -0.299 0.535
Cl 3.279 -0.861 -0.366
Cl 1.567 1.723 0.042
H -0.235 -1.303 -0.618
*
```

- Energy above the lowest of the compared OMol25 structures with the same formula, charge and spin: 38.4 kcal/mol
- SMILES: [H]/N=N/[H].OP(Cl)Cl
- Total energy: -1448.2883 Eh
- LUMO energy: 0.03 eV
- HOMO-LUMO gap: 9.850 eV

Entry 2:
Cl2H4Si3 | wB97M-V/def2-TZVPD

ORCA input file:
```
! wB97M-V def2-TZVPD RIJCOSX def2/J DEFGRID3
* xyz 0 1
Si 0.041 0.094 1.046
Si 0.549 -0.779 -1.041
Si -1.794 1.461 1.439
Cl 0.799 0.810 -2.236
Cl -2.197 2.015 -0.603
H 1.205 0.674 1.744
H 0.138 -1.099 2.023
H -0.678 -1.635 -1.421
H 1.937 -1.540 -0.951
*
```

- Energy above the lowest of the compared OMol25 structures with the same formula, charge and spin: 8.8 kcal/mol
- Total energy: -1791.2539 Eh
- LUMO energy: -1.53 eV
- HOMO-LUMO gap: 7.079 eV

Entry 3:
Cl2HN | wB97M-V/def2-TZVPD

ORCA input file:
```
! wB97M-V def2-TZVPD RIJCOSX def2/J DEFGRID3
* xyz 0 1
N -0.804 -0.073 -0.421
Cl 2.119 -0.822 0.048
Cl -1.344 -1.508 0.038
H 0.270 -0.080 -0.328
*
```

- Energy above the lowest of the compared OMol25 structures with the same formula, charge and spin: 52.8 kcal/mol
- Total energy: -975.5762 Eh
- LUMO energy (alpha / beta): -1.56 / -4.48 eV
- HOMO-LUMO gap (alpha / beta): 9.238 / 6.009 eV

Entry 4:
Cl2HNS | wB97M-V/def2-TZVPD

ORCA input file:
```
! wB97M-V def2-TZVPD RIJCOSX def2/J DEFGRID3
* xyz 0 1
N -2.078 -0.278 -0.367
S -1.419 1.089 0.032
Cl 2.710 0.754 -0.230
Cl -1.212 -1.642 0.010
H 2.000 0.076 0.555
*
```

- Energy above the lowest of the compared OMol25 structures with the same formula, charge and spin: 27.2 kcal/mol
- Total energy: -1373.8359 Eh
- LUMO energy: -1.92 eV
- HOMO-LUMO gap: 7.607 eV

Entry 5:
Cl2HOP | wB97M-V/def2-TZVPD

ORCA input file:
```
! wB97M-V def2-TZVPD RIJCOSX def2/J DEFGRID3
* xyz 0 1
O 1.941 1.135 0.036
P 0.764 0.775 -0.813
Cl -0.682 1.880 -0.056
Cl -0.994 -2.129 -0.107
H -1.028 -1.662 0.939
*
```

- Energy above the lowest of the compared OMol25 structures with the same formula, charge and spin: 28.2 kcal/mol
- SMILES: O=PCl.Cl
- Total energy: -1337.5971 Eh
- LUMO energy: -0.90 eV
- HOMO-LUMO gap: 9.815 eV

Entry 6:
Cl2HPS2 | wB97M-V/def2-TZVPD

ORCA input file:
```
! wB97M-V def2-TZVPD RIJCOSX def2/J DEFGRID3
* xyz 0 1
P -1.241 2.537 -1.937
S -3.118 2.204 -1.438
S -0.095 2.012 -3.365
Cl -1.269 -0.701 0.131
Cl -0.478 4.037 -0.891
H -2.431 -0.360 0.618
*
```

- Energy above the lowest of the compared OMol25 structures with the same formula, charge and spin: 17.5 kcal/mol
- Total energy: -2058.7520 Eh
- LUMO energy: -1.55 eV
- HOMO-LUMO gap: 8.238 eV

Entry 7:
Cl2Na3O8 | wB97M-V/def2-TZVPD

ORCA input file:
```
! wB97M-V def2-TZVPD RIJCOSX def2/J DEFGRID3
* xyz 1 1
Na 7.949 -0.124 -3.046
Na 6.534 4.360 2.227
Na 5.557 -4.214 1.039
Cl 2.048 0.885 -0.623
O 2.398 2.293 -0.336
O 2.734 -0.011 0.270
O 0.670 0.587 -0.818
O 2.789 0.666 -1.830
Cl -6.152 -0.897 0.664
O -6.408 0.497 0.458
O -7.269 -1.750 0.345
O -5.283 -1.087 -0.392
O -5.567 -1.206 2.042
*
```

- Energy above the lowest of the compared OMol25 structures with the same formula, charge and spin: 204.5 kcal/mol
- Total energy: -2008.1973 Eh
- LUMO energy: -6.42 eV
- HOMO-LUMO gap: 1.038 eV

Entry 8:
Cl2O2S2 | wB97M-V/def2-TZVPD

ORCA input file:
```
! wB97M-V def2-TZVPD RIJCOSX def2/J DEFGRID3
* xyz 0 1
O -1.329 -1.387 0.489
S -1.108 -0.064 1.000
Cl -1.942 1.156 -0.381
S 0.825 0.485 -0.319
O 0.683 -0.720 -1.147
Cl 2.871 0.531 0.358
*
```

- Energy above the lowest of the compared OMol25 structures with the same formula, charge and spin: 11.0 kcal/mol
- SMILES: O=S(Cl)#S(=O)Cl
- Total energy: -1867.1747 Eh
- LUMO energy (alpha / beta): -1.73 / -1.73 eV
- HOMO-LUMO gap (alpha / beta): 7.879 / 7.880 eV

Entry 9:
Cl2O4S2 | wB97M-V/def2-TZVPD

ORCA input file:
```
! wB97M-V def2-TZVPD RIJCOSX def2/J DEFGRID3
* xyz 0 1
O -0.672 2.037 1.200
O -2.347 0.795 -0.120
O 2.499 -2.040 0.383
O 0.002 0.093 -0.195
S -1.006 1.240 0.068
S 1.760 -1.661 -0.757
Cl -0.577 2.415 -1.580
Cl 0.205 -2.897 -0.943
*
```

- Energy above the lowest of the compared OMol25 structures with the same formula, charge and spin: 19.3 kcal/mol
- Total energy: -2017.6064 Eh
- LUMO energy (alpha / beta): -4.76 / -4.76 eV
- HOMO-LUMO gap (alpha / beta): 5.332 / 5.331 eV

Entry 10:
Cl3F2O12Sr3 | wB97M-V/def2-TZVPD

ORCA input file:
```
! wB97M-V def2-TZVPD RIJCOSX def2/J DEFGRID3
* xyz 1 1
Sr -2.970 -2.106 2.644
Sr -1.480 4.623 1.037
Sr 1.994 0.218 -1.445
F -3.602 -2.566 0.327
F 0.573 -1.757 -0.892
Cl -0.781 0.488 1.167
O -1.723 -0.234 0.366
O -0.755 -0.279 2.390
O 0.469 0.725 0.539
O -1.406 1.827 1.386
Cl -1.775 0.543 -3.417
O -2.146 1.764 -4.091
O -1.581 -0.464 -4.414
O -0.519 0.776 -2.685
O -2.746 0.182 -2.442
Cl 3.716 -0.746 1.943
O 3.564 -1.527 0.704
O 3.108 -1.538 2.967
O 5.084 -0.418 2.216
O 2.978 0.491 1.701
*
```

- Energy above the lowest of the compared OMol25 structures with the same formula, charge and spin: 0.0 kcal/mol
- Total energy: -2574.2595 Eh
- LUMO energy: -7.73 eV
- HOMO-LUMO gap: 2.900 eV

Entry 11:
Cl3O12 | wB97M-V/def2-TZVPD

ORCA input file:
```
! wB97M-V def2-TZVPD RIJCOSX def2/J DEFGRID3
* xyz -3 1
Cl -0.222 -1.265 -1.166
O 0.818 -1.179 -0.137
O -0.323 -2.625 -1.574
O -1.481 -0.826 -0.572
O 0.098 -0.394 -2.264
Cl 3.209 -1.707 3.416
O 2.426 -2.792 3.995
O 2.823 -1.630 2.033
O 2.905 -0.476 4.110
O 4.626 -1.949 3.639
Cl -2.957 2.979 -2.309
O -2.599 1.749 -1.632
O -1.839 3.450 -3.090
O -4.121 2.727 -3.131
O -3.363 3.939 -1.319
*
```

- Energy above the lowest of the compared OMol25 structures with the same formula, charge and spin: 23.2 kcal/mol
- Total energy: -2282.6645 Eh
- LUMO energy: 7.52 eV
- HOMO-LUMO gap: 7.730 eV

Entry 12:
Cl3O2V | wB97M-V/def2-TZVPD

ORCA input file:
```
! wB97M-V def2-TZVPD RIJCOSX def2/J DEFGRID3
* xyz -2 1
O -0.120 0.081 -1.313
V 0.634 0.988 -0.207
O 1.372 2.107 -1.034
Cl -2.027 -3.383 -0.154
Cl 2.548 -1.396 1.007
Cl -2.407 1.603 1.702
*
```

- Energy above the lowest of the compared OMol25 structures with the same formula, charge and spin: 81.7 kcal/mol
- Total energy: -2475.0832 Eh
- LUMO energy: 3.23 eV
- HOMO-LUMO gap: 4.090 eV

Entry 13:
Cl4Mg | wB97M-V/def2-TZVPD

ORCA input file:
```
! wB97M-V def2-TZVPD RIJCOSX def2/J DEFGRID3
* xyz -2 1
Mg 0.076 0.043 0.077
Cl 1.430 1.357 1.542
Cl 0.853 0.150 -2.193
Cl -2.484 0.545 -0.252
Cl 0.125 -2.095 0.825
*
```

- Energy above the lowest of the compared OMol25 structures with the same formula, charge and spin: 4.5 kcal/mol
- Total energy: -2041.1753 Eh
- LUMO energy: 6.31 eV
- HOMO-LUMO gap: 8.429 eV

Entry 14:
Cl6Si3 | wB97M-V/def2-TZVPD

ORCA input file:
```
! wB97M-V def2-TZVPD RIJCOSX def2/J DEFGRID3
* xyz 0 1
Si -1.922 0.622 0.069
Si 1.812 0.715 0.570
Si 0.235 0.049 -1.104
Cl -2.994 0.736 -1.654
Cl -3.308 0.116 1.399
Cl 3.236 1.066 -0.805
Cl 2.726 0.039 2.274
Cl -0.334 -1.507 1.237
Cl 0.550 -1.835 -1.986
*
```

- Energy above the lowest of the compared OMol25 structures with the same formula, charge and spin: 74.1 kcal/mol
- Total energy: -3629.7758 Eh
- LUMO energy: -2.45 eV
- HOMO-LUMO gap: 5.940 eV

Entry 15:
ClCr2 | wB97M-V/def2-TZVPD

ORCA input file:
```
! wB97M-V def2-TZVPD RIJCOSX def2/J DEFGRID3
* xyz 2 10
Cr 1.181 1.578 0.720
Cr -0.565 -2.012 0.060
Cl -0.616 0.434 -0.780
*
```

- <S²>: 24.839
- Energy above the lowest of the compared OMol25 structures with the same formula, charge and spin: 13.7 kcal/mol
- Total energy: -2548.3285 Eh
- LUMO energy (alpha / beta): -13.12 / -10.35 eV
- HOMO-LUMO gap (alpha / beta): 4.444 / 10.020 eV

Entry 16:
ClCuH2NO5PS2 | wB97M-V/def2-TZVPD

ORCA input file:
```
! wB97M-V def2-TZVPD RIJCOSX def2/J DEFGRID3
* xyz 0 1
O 0.998 1.592 -0.962
S 1.632 0.769 -0.014
O 3.027 0.870 0.034
N 1.276 -0.844 -0.269
S -0.309 -1.076 -0.690
O -0.526 -2.466 -0.621
O -0.661 -0.481 -1.926
P -1.390 -0.022 0.887
O -1.985 1.178 0.058
Cl -2.999 -1.183 1.305
H 1.152 1.146 1.260
H -1.567 1.201 -0.840
Cu 1.351 -0.683 1.778
*
```

- Total energy: -3670.4704 Eh
- LUMO energy: -2.21 eV
- HOMO-LUMO gap: 7.731 eV

Entry 17:
ClFH2NP | wB97M-V/def2-TZVPD

ORCA input file:
```
! wB97M-V def2-TZVPD RIJCOSX def2/J DEFGRID3
* xyz 0 1
N -0.057 0.517 0.346
F -2.987 -1.524 -0.520
P -3.037 -0.476 0.728
Cl -4.006 0.977 -0.189
H 0.358 -0.310 0.769
H -0.056 0.376 -0.661
*
```

- Energy above the lowest of the compared OMol25 structures with the same formula, charge and spin: 80.7 kcal/mol
- Total energy: -957.3077 Eh
- LUMO energy (alpha / beta): -0.92 / -0.76 eV
- HOMO-LUMO gap (alpha / beta): 10.068 / 7.607 eV

Entry 18:
ClFHOPS | wB97M-V/def2-TZVPD

ORCA input file:
```
! wB97M-V def2-TZVPD RIJCOSX def2/J DEFGRID3
* xyz 0 1
O -1.137 -0.340 0.340
P 0.336 0.104 -0.010
F 0.849 -0.231 1.490
S 0.358 1.856 -0.988
Cl 1.531 -1.478 -0.902
H -1.937 0.089 0.070
*
```

- Energy above the lowest of the compared OMol25 structures with the same formula, charge and spin: 16.2 kcal/mol
- SMILES: O[P@](F)(=S)Cl
- Total energy: -1375.5257 Eh
- LUMO energy: -0.49 eV
- HOMO-LUMO gap: 9.463 eV

Entry 19:
ClFHOPS | wB97M-V/def2-TZVPD

ORCA input file:
```
! wB97M-V def2-TZVPD RIJCOSX def2/J DEFGRID3
* xyz 0 1
O -0.718 0.388 -0.948
F 0.563 1.397 0.989
P 0.579 0.272 -0.097
S 2.244 -0.189 -0.934
Cl -1.308 -1.693 1.391
H -1.359 -0.175 -0.402
*
```

- Energy above the lowest of the compared OMol25 structures with the same formula, charge and spin: 60.9 kcal/mol
- Total energy: -1375.4544 Eh
- LUMO energy (alpha / beta): -3.12 / -3.12 eV
- HOMO-LUMO gap (alpha / beta): 7.084 / 7.085 eV

Entry 20:
ClFIPS | wB97M-V/def2-TZVPD

ORCA input file:
```
! wB97M-V def2-TZVPD RIJCOSX def2/J DEFGRID3
* xyz 0 1
S -1.245 -2.367 0.763
P 0.105 -0.965 0.355
Cl 1.382 -1.796 -0.904
F -0.197 2.908 0.752
I -0.045 2.220 -0.966
*
```

- Energy above the lowest of the compared OMol25 structures with the same formula, charge and spin: 71.3 kcal/mol
- SMILES: S=PCl.FI
- Total energy: -1597.2687 Eh
- LUMO energy: -1.61 eV
- HOMO-LUMO gap: 7.742 eV